Below is the molecule C8H7Br2Cl2NO at a distorted geometry, with properties calculated with ωB97M-V with the def2-TZVPD basis set.

```
21
C8H7Br2Cl2NO | the OMol25 dataset | ωB97M-V with the def2-TZVPD basis set
Br -0.702 2.177 2.518
Br -0.058 1.142 -3.659
Cl 1.430 -0.644 2.500
Cl -0.577 -3.062 -0.980
O -1.529 -0.280 -0.095
N 1.321 2.418 -0.289
C -1.312 0.446 2.297
C 0.303 -1.475 -1.286
C 0.510 1.797 -0.988
C -0.188 0.976 -1.749
C 0.532 -0.725 1.108
C 1.241 -1.225 -0.041
C -0.854 -0.349 -1.337
C -0.734 -0.241 1.113
H 1.929 -0.394 -0.161
H -1.518 -0.724 -2.122
H -1.272 -0.104 3.268
H 1.843 -2.104 0.180
H 1.196 3.379 0.001
H -2.365 0.499 1.963
H 0.802 -1.507 -2.241
```

Results
SMILES	N=C=C(Br)[C@@H]1OC(CBr)=C(Cl)C[C@H]1Cl
max |F|	3.7	eV/A
LUMO	-0.11	eV
energy above the lowest of the compared OMol25 structures with the same formula, charge and spin	23.47	kcal/mol
calculated total energy	-177074.4264	eV
orbital gap	8.690	eV
net charge	0
HOMO level	-8.802	eV